# C3H9N3O2

2 unconnected molecules or ions with the total composition C3H9N3O2 (ωB97M-V with the def2-TZVPD basis set, the OMol25 dataset).

Each line ends with the natural charge from an NBO analysis.
Geometry (Å):
N 2.3883 -0.1522 0.9617  -0.85
C 2.3773 0.4138 -0.2869  0.77
N 1.5601 1.5348 -0.4342  -0.84
O 3.0765 0.0320 -1.1968  -0.63
H 1.5119 -0.2553 1.4483  0.38
H 2.9628 -0.9717 1.0601  0.40
H 1.4280 1.6798 -1.4183  0.40
H 0.7123 1.5431 0.1147  0.37
N -2.4751 -0.0168 0.9633  -0.84
C -1.9230 -0.1357 -0.3886  -0.34
C -0.7277 -1.0505 -0.4165  0.42
O -0.2273 -1.4385 -1.4307  -0.49
H -3.2448 0.6331 0.9689  0.37
H -2.8099 -0.9084 1.2937  0.36
H -1.5947 0.8656 -0.6859  0.21
H -2.6663 -0.4286 -1.1363  0.20
H -0.3484 -1.3447 0.5834  0.10

Output
Energy relative to the best compared isomer or geometry (same formula, charge and spin)   156.19 kJ/mol
E_tot   -434.46668 hartree
Spin multiplicity   1